[1]
A molecular structure, C2H3FS3 at a distorted geometry. Source: OMol25; level of theory: wB97M-V/def2-TZVPD.

```
9
Properties=species:S:1:pos:R:3:mulliken_charge:R:1
C -0.42595 -1.13004 0.52924 0.0642
C 0.84084 1.07142 -0.90876 -0.0192
F 0.26456 2.26137 -1.33403 -0.2609
S 0.72947 -1.41188 1.55209 -0.1509
S -2.11104 -0.92267 0.72813 -0.0695
S 0.14512 -0.38625 -1.59475 -0.0934
H 1.80439 1.09051 -1.26118 0.2328
H 0.88720 0.92600 0.25813 0.1178
H -2.13459 -1.49846 2.03113 0.1789
```

Calculated values
relative energy (zero: lowest compared OMol25 entry of this formula, charge and spin): 151.18 kJ/mol
molecular weight: 142.25 g mol⁻¹
total charge: 0
highest occupied orbital energy: -9.13 eV
HOMO-LUMO gap: 8.270 eV

***

[2]
A molecular structure, C16H43BGaO11P2 at a distorted geometry. Source: OMol25; level of theory: wB97M-V/def2-TZVPD.

```
74
Properties=species:S:1:pos:R:3:mulliken_charge:R:1
O 4.20415 -2.73871 3.77387 -0.5932
C 3.97115 -3.03500 2.40201 -0.7050
C 3.20228 -1.95307 1.61862 0.3398
C 2.45670 -0.91029 2.46562 -0.5986
C 0.93108 -0.91657 2.21867 -0.3857
Ga 0.08048 -2.69384 2.81315 0.3625
B 0.04605 -4.16139 1.27273 0.4937
O 0.29796 -5.49886 1.50538 -0.6075
O -0.28034 -3.77728 -0.03702 -0.6724
H 3.52565 -3.17811 4.29347 0.3407
H 4.95956 -3.15124 1.94448 0.3758
H 3.50869 -4.02339 2.32329 0.1723
H 2.45206 -2.45370 0.99704 -0.1902
H 3.88057 -1.45692 0.92049 0.0916
H 2.59536 -1.00025 3.54033 0.4156
H 2.83597 0.07991 2.17418 0.2895
H 0.53449 -0.14688 2.89141 0.4182
H 0.67790 -0.62250 1.19379 -0.2718
H 0.77021 -3.26528 4.18044 -0.3985
H -1.47124 -2.36155 3.16013 -0.3754
H 0.57049 -5.54928 2.42443 0.2423
H 0.33621 -3.07249 -0.25032 0.2874
O 4.73773 0.76638 -1.35776 -0.7425
P 4.74575 1.29876 -2.73658 1.0543
O 5.16620 2.86786 -2.60096 -0.2838
C 6.43027 3.19340 -2.02577 -0.3408
C 7.58225 2.85638 -2.95559 -0.9136
O 3.14446 1.45489 -3.01651 -0.3446
C 2.21940 0.48720 -2.49275 -0.3947
C 1.37539 1.10867 -1.40436 -1.0834
O 5.11509 1.10406 -4.29655 -0.3170
C 4.35503 1.62022 -5.39217 -0.1285
C 4.56119 3.10033 -5.62426 -0.9555
H 6.54569 2.68387 -1.06585 0.2789
H 6.41465 4.26534 -1.82847 0.3123
H 7.64460 1.77900 -3.12907 0.2701
H 8.52891 3.19043 -2.52902 0.4056
H 7.44604 3.33204 -3.92706 0.1730
H 2.74199 -0.39343 -2.12017 0.3813
H 1.58371 0.16795 -3.32268 0.3063
H 1.99772 1.51565 -0.60799 0.2754
H 0.69685 0.37333 -0.97138 0.2652
H 0.78742 1.93721 -1.80455 0.3432
H 3.30055 1.37314 -5.30575 0.2093
H 4.71713 1.07510 -6.26705 0.3421
H 4.06892 3.69615 -4.85696 0.2764
H 4.13906 3.38246 -6.59037 0.4096
H 5.62154 3.35254 -5.61557 0.1663
O -3.82052 -0.15182 1.85426 -0.6400
P -5.14665 0.41883 1.55077 0.9449
O -6.19490 -0.32593 2.55064 -0.2807
C -6.00962 -0.19268 3.95970 -0.3461
C -6.36493 1.19962 4.45079 -0.9192
O -5.50275 -0.37765 0.16418 -0.3482
C -4.45730 -0.66918 -0.77395 -0.3599
C -4.18881 -2.15757 -0.80284 -1.1591
O -6.05796 1.70623 1.18380 -0.3228
C -7.19967 1.68373 0.32756 -0.1328
C -8.43610 1.11192 0.98525 -0.9504
H -4.98090 -0.44766 4.22580 0.3030
H -6.66152 -0.92915 4.42938 0.3056
H -5.69122 1.94909 4.02725 0.2675
H -6.29510 1.25105 5.53806 0.4071
H -7.37782 1.46934 4.14936 0.1727
H -3.54793 -0.11947 -0.53224 0.3910
H -4.79974 -0.32786 -1.75575 0.2987
H -3.93432 -2.52592 0.19033 0.2764
H -3.36779 -2.39519 -1.48033 0.3859
H -5.08084 -2.69615 -1.12989 0.3134
H -6.98760 1.19126 -0.61792 0.2026
H -7.38809 2.73193 0.08127 0.3452
H -8.36177 0.03163 1.10062 0.2739
H -9.31184 1.32441 0.36889 0.4078
H -8.58724 1.54493 1.97398 0.1678
```

Calculated values
molecular weight: 553.99 g mol⁻¹
total charge: -1
highest occupied orbital energy: -3.80 eV
HOMO-LUMO gap: 5.967 eV

***

[3]
A single C25H32N4O5S2 molecule at a distorted geometry. Source: OMol25; level of theory: wB97M-V/def2-TZVPD.

```
68
Properties=species:S:1:pos:R:3:mulliken_charge:R:1
C 2.08666 2.84121 -2.08971 -1.0563
O 1.36997 1.88711 -1.34640 0.2728
C 0.79653 2.38966 -0.15515 0.2206
C -0.52106 3.14262 -0.36525 -0.1563
C -1.01538 3.74845 0.94661 -1.2667
N -1.15664 2.75851 1.99050 0.0196
C -0.34962 2.76919 3.05811 0.7463
O 0.50265 3.61183 3.26316 -0.6946
C -0.57188 1.70204 4.12776 -0.6402
S -1.81299 0.42858 3.80953 -0.1740
C -0.91980 -0.61653 2.72733 0.1302
N 0.26481 -0.22689 2.38614 -0.0268
C 0.96514 -1.03211 1.55937 0.6338
C 0.44892 -2.23064 1.09981 -0.0392
S 1.52711 -3.07640 0.02800 -0.2137
C 2.69925 -1.78529 0.17954 -0.0636
C 3.92920 -1.71474 -0.45828 -0.3505
C 4.72646 -0.61300 -0.22431 -0.6791
C 4.31609 0.40329 0.63859 -0.8803
C 3.09760 0.33825 1.27582 -0.0392
C 2.27157 -0.75989 1.04192 0.0945
C -0.86753 -2.66733 1.44910 0.3008
O -1.43029 -3.67431 1.06486 -0.7291
N -1.51123 -1.77365 2.33427 0.0685
C -2.85998 -2.11614 2.74959 -1.5377
C -3.93435 -1.34858 1.97486 -0.3656
C -3.76024 -1.50599 0.46513 -0.6966
C -2.58357 -0.67918 -0.03247 -0.0985
O -2.29745 0.41015 0.44530 -0.5699
N -1.89952 -1.23110 -1.04259 0.0794
C -0.77322 -0.60887 -1.69534 0.9600
C -0.83271 -0.87755 -3.20552 0.2346
C 0.47431 -0.45990 -3.88145 -0.3539
C 1.34150 -1.71001 -3.70896 -0.0704
C 0.31616 -2.84916 -3.57489 -0.5152
O -0.97273 -2.26015 -3.46768 -0.5655
H 2.84111 3.33768 -1.46830 0.3804
H 1.43082 3.60345 -2.52522 0.3569
H 2.58477 2.29975 -2.89272 0.2136
H 0.61023 1.51265 0.46756 -0.9714
H 1.51558 3.03964 0.36199 0.7714
H -1.27413 2.45006 -0.74419 0.0853
H -0.38942 3.94437 -1.09359 0.5110
H -0.30503 4.49281 1.31625 0.4803
H -1.98577 4.22882 0.78426 0.3576
H -1.72368 1.95050 1.76330 0.1276
H -0.90141 2.20674 5.03789 0.5120
H 0.37828 1.20557 4.32441 0.3219
H 4.24633 -2.50590 -1.12007 0.4868
H 5.68501 -0.53881 -0.71573 0.4087
H 4.96537 1.24920 0.80624 0.4368
H 2.76449 1.11359 1.94762 0.5545
H -2.95653 -1.91772 3.82054 0.4676
H -2.96621 -3.18834 2.56222 0.5355
H -3.88770 -0.28728 2.22414 0.2210
H -4.90671 -1.73256 2.28394 0.5055
H -4.65283 -1.13485 -0.04438 0.5137
H -3.62042 -2.55523 0.20410 0.3829
H -2.13885 -2.14744 -1.39504 0.4609
H -0.79467 0.46138 -1.49560 -0.6697
H 0.16352 -1.00994 -1.29712 -0.8908
H -1.71693 -0.38911 -3.62801 0.4892
H 0.29836 -0.25506 -4.93732 0.4319
H 0.90421 0.41675 -3.40473 -0.2166
H 1.94869 -1.63131 -2.80772 -0.3348
H 2.00605 -1.86708 -4.55564 0.5527
H 0.29892 -3.49871 -4.45504 0.3413
H 0.51479 -3.46710 -2.69135 0.1983
```

Calculated values
relative energy (zero: lowest compared OMol25 entry of this formula, charge and spin): 0.00 kJ/mol
molecular weight: 532.69 g mol⁻¹
total charge: 0
SMILES: COCCCNC(=O)CSc1nc2c(sc3ccccc32)c(=O)n1CCCC(=O)NC[C@H]1CCCO1
highest occupied orbital energy: -8.09 eV
HOMO-LUMO gap: 8.159 eV

***

[4]
2 unconnected molecules or ions with the total composition C9H8FIS at a distorted geometry. Source: OMol25; level of theory: wB97M-V/def2-TZVPD.

```
20
Properties=species:S:1:pos:R:3:mulliken_charge:R:1
C 2.19191 -1.53197 0.44583 -0.2154
C 1.30335 -2.00692 -0.49733 -0.3800
C 2.38980 -0.23708 0.69756 -0.6947
C 0.62400 -1.14378 -1.32028 -0.1959
C 1.80696 0.64414 -0.21361 0.1086
C 0.87166 0.23895 -1.17437 -0.1589
C -2.45897 0.29529 0.47864 -0.4713
C -0.56044 2.60149 -1.19680 -0.1876
C -2.90539 0.73727 1.65336 -0.4913
F -0.40160 2.16612 0.08380 -0.0679
S 0.06482 1.48567 -2.19651 0.0719
I -3.79037 -0.07159 -1.30510 -0.0114
H 2.67162 -2.07239 1.24165 0.3256
H 0.96384 -3.10386 -0.56447 0.2416
H 3.17080 0.14740 1.35376 0.3634
H -0.07052 -1.53915 -1.99268 0.4980
H 1.82967 1.76257 -0.02471 0.2964
H -1.45121 0.06094 0.32762 0.4655
H -4.00928 0.84357 1.67844 0.2179
H -2.24063 0.72332 2.52519 0.2854
```

Calculated values
relative energy (zero: lowest compared OMol25 entry of this formula, charge and spin): 131.60 kJ/mol
molecular weight: 294.13 g mol⁻¹
total charge: 0
highest occupied orbital energy: -9.24 eV
HOMO-LUMO gap: 9.281 eV